# C84H204N4O20

A 20-piece molecular cluster, C84H204N4O20 overall at a distorted geometry (ωB97M-V/def2-TZVPD, OMol25).

Structure (XYZ):
```
312
Properties=species:S:1:pos:R:3:forces:R:3:lowdin_charge:R:1
C 4.455646 -9.013054 1.822269 0.7 -0.4 0.4 -0.05
C 4.266414 -7.562990 2.179012 0.3 0.9 0.2 -0.44
C 5.555001 -6.769599 2.621876 -0.9 -0.7 -2.0 -0.01
O 3.662706 -6.865392 1.071795 1.6 1.1 0.7 -0.09
H 4.883027 -9.587800 2.674008 -0.3 0.3 -0.6 0.10
H 5.092068 -9.126471 0.955897 0.6 0.1 -0.2 0.08
H 3.522620 -9.442802 1.496731 -0.6 -0.2 0.3 0.06
H 3.566748 -7.515533 3.024768 0.0 0.0 0.0 0.12
H 6.305353 -6.726403 1.813658 -0.4 0.0 0.1 0.08
H 6.036582 -7.192672 3.456148 0.4 -1.0 1.1 0.06
H 5.319201 -5.770040 2.923052 -0.4 0.7 0.0 0.04
H 3.017223 -7.387193 0.603327 -0.6 -0.7 0.0 0.03
C -4.103934 7.524575 -3.483250 1.5 0.4 0.5 -0.06
C -4.527689 6.087741 -3.489638 0.0 0.1 0.0 -0.48
C -6.046698 5.934424 -3.535715 0.1 -0.1 1.4 -0.05
O -3.947491 5.553669 -4.680001 0.4 0.1 0.1 -0.08
H -4.579528 8.128063 -2.724289 -0.3 0.0 0.3 0.08
H -4.216581 8.003988 -4.439711 -0.4 0.1 -0.5 0.08
H -3.017523 7.558490 -3.280539 -0.3 0.1 0.0 0.08
H -4.040779 5.602840 -2.582062 -0.9 0.2 -0.8 0.14
H -6.315493 4.923030 -3.302592 -0.1 -0.8 -0.2 0.05
H -6.503463 6.192556 -4.493298 0.2 0.3 0.2 0.09
H -6.488719 6.469832 -2.674271 0.1 0.3 -0.6 0.09
H -4.251184 4.646537 -4.766499 -0.4 -0.5 -0.1 0.04
C -5.092058 1.529218 0.865117 0.2 0.2 0.7 -0.03
C -4.574022 0.070498 0.829566 -1.2 0.0 0.7 -0.42
C -5.458525 -0.860326 1.725774 0.2 -0.6 -1.7 -0.03
O -4.633196 -0.421502 -0.511447 0.1 -0.1 -0.3 -0.09
H -4.482384 2.270100 0.332927 0.1 -0.4 -0.1 0.06
H -5.180431 1.911894 1.900072 0.2 -0.4 -0.3 0.07
H -6.118849 1.611754 0.479755 0.2 -0.3 -0.1 0.09
H -3.517293 -0.062433 1.065635 -0.1 0.4 0.4 0.10
H -5.277377 -1.900933 1.342645 0.0 0.7 0.6 0.09
H -6.530261 -0.683983 1.524729 0.4 0.2 0.1 0.09
H -5.263752 -0.814949 2.787212 0.2 0.2 0.3 0.04
H -5.333213 0.039949 -0.960992 -0.5 0.2 -0.4 0.09
C 5.914393 2.748884 -0.017414 2.1 -3.0 -0.5 -0.07
C 4.620760 2.235320 -0.582265 -0.3 0.5 -0.7 -0.49
C 4.216639 3.119629 -1.792608 0.1 -2.1 0.3 -0.03
O 4.816014 0.877985 -1.025932 0.2 0.5 0.2 -0.07
H 6.264296 2.079423 0.815972 -0.5 0.9 -0.3 0.09
H 6.019902 3.778017 0.203193 -0.4 1.0 0.4 0.05
H 6.684935 2.513171 -0.799556 -0.5 0.4 0.4 0.10
H 3.866447 2.221737 0.215022 -0.2 0.2 -0.2 0.11
H 4.930848 2.923587 -2.592652 0.4 0.3 0.1 0.08
H 4.144140 4.163201 -1.567912 -0.3 0.5 0.1 0.07
H 3.322167 2.646425 -2.184320 -0.7 0.6 -0.1 0.05
H 4.098528 0.594825 -1.620465 0.0 0.1 0.1 0.04
C -2.030286 -1.329849 -7.494125 0.3 0.6 0.9 -0.04
C -0.475903 -1.218363 -7.520770 -1.4 -1.5 1.7 -0.44
C 0.082572 -0.628704 -6.203462 -0.6 -1.4 0.2 -0.03
O 0.054387 -2.527590 -7.568353 1.1 -0.8 1.0 -0.07
H -2.416395 -2.008209 -8.258640 0.1 0.3 -0.1 0.08
H -2.431753 -0.318215 -7.606665 -0.2 -0.1 -0.3 0.07
H -2.439265 -1.677738 -6.519181 0.6 0.0 -0.5 0.08
H -0.199671 -0.670174 -8.395437 0.5 0.6 -0.5 0.12
H 1.174180 -0.577461 -6.182552 -0.2 0.2 -0.3 0.06
H -0.226101 -1.207190 -5.258389 0.2 0.6 -1.6 0.11
H -0.379736 0.323869 -6.159542 -0.1 1.3 0.5 0.04
H -0.096968 -3.044552 -8.345545 -0.4 0.1 -1.0 0.09
C 3.661020 0.313793 -4.793144 -0.6 0.7 -0.8 -0.05
C 3.118957 -0.940614 -4.161050 0.4 0.2 1.5 -0.45
C 4.085679 -2.095439 -4.184233 0.3 0.1 -0.4 -0.04
O 2.854894 -0.575930 -2.779757 0.3 0.0 -0.3 -0.09
H 4.482231 0.753130 -4.217268 -0.1 -0.3 0.0 0.09
H 2.867051 1.058180 -4.852325 -0.1 0.2 0.3 0.06
H 3.960780 0.242294 -5.837463 0.3 -0.5 0.0 0.06
H 2.186933 -1.354800 -4.561221 0.1 0.6 -0.3 0.11
H 4.288512 -2.309136 -5.227049 0.1 -0.3 -0.4 0.08
H 3.552176 -2.936869 -3.770985 0.3 -0.5 0.3 0.05
H 5.065035 -1.928669 -3.715509 -0.5 0.1 0.2 0.09
H 1.912051 -0.675547 -2.555099 -0.2 -0.2 0.2 0.05
C -4.340635 -3.189901 -3.143579 -0.3 1.3 0.4 -0.04
C -3.604255 -3.590037 -1.870846 -0.6 0.3 -0.6 -0.47
C -2.614029 -4.739752 -2.091230 -1.5 0.2 0.1 -0.02
O -2.987905 -2.444384 -1.297656 1.0 -0.3 0.0 -0.10
H -4.985841 -2.263503 -2.954835 0.6 -1.4 -0.1 0.09
H -4.948771 -4.047441 -3.402232 -0.3 0.1 -0.6 0.08
H -3.660415 -2.884459 -3.952640 -0.1 -0.5 0.2 0.08
H -4.346993 -3.866898 -1.137493 -0.5 -0.6 0.2 0.12
H -1.865088 -4.405102 -2.773780 0.9 0.1 -0.3 0.06
H -3.074729 -5.668170 -2.484158 -0.1 0.8 -0.1 0.10
H -2.270331 -5.016921 -1.123080 1.0 -0.1 0.7 0.05
H -3.668304 -1.784031 -1.095302 -0.1 0.1 0.0 0.05
C -3.950352 1.209617 -5.186041 0.0 -0.7 -0.5 -0.06
C -4.765042 1.910894 -4.122696 -0.8 0.3 -0.8 -0.43
C -3.993856 2.336548 -2.856166 0.7 -0.9 -0.5 -0.02
O -5.293212 3.096422 -4.736548 -0.7 0.9 -0.2 -0.09
H -4.590011 0.799564 -5.999241 0.3 0.4 0.5 0.10
H -3.475297 0.377040 -4.742642 0.5 -1.4 0.6 0.06
H -3.109791 1.726427 -5.639303 -0.2 0.8 0.1 0.06
H -5.642742 1.256882 -3.963546 0.4 0.1 0.7 0.14
H -3.730186 1.456555 -2.220647 0.3 0.4 -0.9 0.08
H -4.460060 2.981868 -2.141077 -1.1 0.6 0.0 0.06
H -3.112185 2.914303 -3.189116 0.0 -0.6 0.2 0.08
H -5.921263 2.924661 -5.472092 0.8 -0.2 0.8 0.13
C -1.981277 -4.400291 3.216135 0.3 -0.1 0.2 -0.05
C -3.366181 -4.262412 2.684655 -1.1 0.4 -0.4 -0.44
C -4.098057 -5.538687 2.223433 -0.5 0.7 0.4 -0.04
O -4.209659 -3.610568 3.704114 0.2 -0.7 -0.8 -0.09
H -1.992697 -4.960388 4.150514 0.1 0.1 0.2 0.09
H -1.588238 -3.381256 3.367922 0.2 -0.6 0.0 0.07
H -1.370016 -4.975347 2.520874 0.2 0.3 -0.1 0.06
H -3.294793 -3.544434 1.849441 -0.5 -0.1 0.2 0.13
H -5.138424 -5.255030 2.005592 0.3 0.0 0.0 0.08
H -4.153112 -6.229419 3.063258 0.2 -0.3 0.0 0.08
H -3.721863 -6.052695 1.339460 0.4 0.2 0.1 0.07
H -4.458879 -4.280293 4.363120 0.2 0.2 -0.3 0.11
C 6.019723 -2.608669 -0.746105 -0.4 -0.5 -0.5 -0.04
C 5.284049 -3.950058 -0.720772 0.3 -0.1 -0.3 -0.47
C 6.262782 -5.117972 -0.757299 -0.1 -0.1 1.4 -0.06
O 4.521557 -4.002975 0.474609 0.0 0.6 0.4 -0.07
H 5.287419 -1.823083 -0.653178 -0.2 0.5 -0.3 0.06
H 6.643276 -2.482007 -1.659129 -0.5 0.0 0.6 0.09
H 6.620739 -2.530350 0.143802 0.6 -0.1 0.3 0.07
H 4.586645 -4.009531 -1.593210 0.4 0.0 0.4 0.13
H 5.740154 -6.090738 -0.661021 0.3 0.5 -0.2 0.08
H 7.002642 -5.045643 0.097505 -0.8 0.0 -0.9 0.10
H 6.799398 -5.052488 -1.672384 0.6 -0.3 -0.9 0.06
H 4.388305 -4.918487 0.729804 -0.3 -0.6 -0.1 0.04
C 0.333233 -7.460643 2.323556 -0.5 -0.3 -0.3 -0.02
C 0.352998 -7.419895 0.807878 0.8 1.5 -0.1 -0.46
C 0.549948 -6.081882 0.123562 0.2 0.3 0.8 -0.04
O 1.448276 -8.198283 0.363964 0.3 -1.3 1.0 -0.05
H 0.033911 -8.496757 2.494288 0.6 -0.1 0.6 0.08
H -0.528735 -6.903126 2.723433 0.6 0.2 -0.1 0.07
H 1.303518 -7.185350 2.781327 -0.7 -0.2 -0.2 0.08
H -0.613031 -7.795324 0.470577 0.0 -0.5 -0.2 0.14
H 1.438715 -5.486923 0.383643 -0.3 -0.5 0.6 0.07
H -0.340471 -5.553269 0.392383 -0.5 1.1 -0.5 0.06
H 0.680468 -6.225287 -0.939264 -0.6 0.0 -0.5 0.08
H 1.257702 -8.460843 -0.516193 -0.1 -0.5 -1.3 0.09
C 3.892191 2.281849 -7.876255 0.4 -0.4 -0.3 -0.05
C 3.334596 1.407495 -9.008039 -1.5 1.4 -0.4 -0.51
C 1.944772 1.892174 -9.568363 0.3 0.4 0.2 -0.06
O 4.246526 1.307852 -10.075261 0.1 -0.2 -1.4 -0.07
H 3.066207 2.548090 -7.179656 0.7 -0.3 -0.3 0.07
H 4.380369 3.217232 -8.238615 -0.4 -0.8 0.2 0.09
H 4.641942 1.605778 -7.395697 -0.4 1.1 0.1 0.08
H 3.212949 0.412220 -8.600947 -0.4 -0.4 0.3 0.12
H 1.233324 2.158220 -8.736450 0.6 -0.3 -0.9 0.07
H 1.558964 1.038006 -10.129831 -0.4 0.1 0.0 0.06
H 2.008918 2.760138 -10.307902 0.2 -1.0 1.2 0.10
H 3.768658 1.014674 -10.894779 0.7 0.4 1.3 0.11
C 1.032856 -4.240981 -4.592534 -0.2 1.8 -0.2 -0.07
C 0.357116 -5.370849 -5.264084 0.2 -0.1 0.3 -0.54
C 0.129061 -6.574761 -4.360175 -1.5 0.9 -0.6 -0.04
O -0.845355 -4.862372 -5.800955 -0.3 0.3 -1.1 -0.06
H 0.327761 -3.752667 -3.896995 0.4 -0.2 0.0 0.08
H 1.288317 -3.477772 -5.374803 0.0 -0.5 0.7 0.09
H 1.925852 -4.564339 -4.107861 0.8 0.0 0.6 0.07
H 1.047446 -5.719072 -6.018775 0.0 -0.2 -0.9 0.13
H 1.083886 -6.977089 -4.087756 0.4 -0.4 0.3 0.07
H -0.477820 -7.272878 -4.944455 0.2 -0.3 0.3 0.08
H -0.461081 -6.275959 -3.481859 0.3 -0.2 0.0 0.06
H -0.606135 -4.083648 -6.373630 -0.3 -0.8 0.8 0.07
C -1.398697 4.059514 -6.600873 0.4 0.0 0.6 -0.04
C -0.976926 3.762286 -5.161355 -0.6 0.8 0.8 -0.49
C 0.465913 3.370268 -5.033183 0.9 -0.5 -0.6 -0.06
O -1.237709 4.826243 -4.214539 0.6 -0.4 -0.5 -0.07
H -2.461531 4.279235 -6.587581 -0.2 0.1 -0.3 0.07
H -1.221247 3.101734 -7.084172 -0.1 0.0 -0.6 0.07
H -0.843535 4.864176 -7.108055 -0.1 -0.3 0.3 0.09
H -1.631935 2.935686 -4.873915 0.2 -0.3 0.2 0.09
H 1.096496 4.112979 -5.532810 0.0 0.2 0.3 0.09
H 0.658000 2.442778 -5.614315 -0.2 0.3 0.4 0.07
H 0.830094 3.211294 -4.002166 -0.4 0.2 -0.5 0.07
H -2.115671 5.194218 -4.392908 -0.2 0.0 -0.1 0.03
C 3.234425 6.930085 2.356760 -0.3 -0.3 -0.2 -0.05
C 2.883789 5.593603 3.015799 0.1 -0.6 0.0 -0.51
C 3.421306 4.426924 2.211242 0.2 0.1 0.4 -0.05
O 3.479163 5.632930 4.288237 0.7 0.7 0.8 -0.08
H 2.863727 7.696100 3.025395 -0.2 0.5 -0.1 0.07
H 2.771672 7.035120 1.340117 0.5 -0.1 0.9 0.09
H 4.333987 7.046873 2.324703 -0.5 -0.2 -0.2 0.09
H 1.764540 5.461951 3.119146 0.9 0.3 -0.2 0.12
H 2.834479 4.462937 1.301220 0.1 -0.7 -0.5 0.08
H 3.358394 3.498554 2.787550 -0.6 -0.1 -0.4 0.06
H 4.497860 4.518323 2.018725 -0.2 0.4 -0.2 0.08
H 3.576320 4.775052 4.738076 -0.2 0.1 -0.8 0.05
C 1.786337 4.531406 6.240107 -1.8 0.6 0.9 -0.06
C 1.971421 3.111722 5.814862 0.7 0.2 0.6 -0.48
C 0.899170 2.617945 4.927314 -1.5 -0.1 -0.4 -0.05
O 3.249983 2.969993 5.159985 -0.5 0.0 0.0 -0.06
H 0.846329 4.518075 6.844948 0.7 0.3 -0.1 0.10
H 1.554225 5.164768 5.395974 0.1 0.2 -0.2 0.06
H 2.595266 5.005916 6.814570 -0.2 -0.5 -0.2 0.10
H 1.916834 2.490638 6.711019 0.5 -0.2 0.1 0.14
H 1.056776 1.549154 4.759890 -0.2 0.2 -0.3 0.06
H 0.835662 3.182458 3.991979 0.3 -0.2 -0.1 0.08
H -0.093101 2.765888 5.415207 0.6 -0.3 -0.2 0.09
H 3.780761 2.472619 5.766144 0.8 -0.4 0.3 0.09
C -4.681503 0.371780 7.356365 -1.1 0.1 -1.0 -0.01
C -5.003718 0.261241 5.827908 -0.4 -1.6 -0.1 -0.48
C -5.251731 1.553125 5.074948 -0.2 -0.7 -0.5 -0.13
C -3.990555 2.350528 4.891076 1.1 1.6 1.0 -0.17
C -2.988812 1.622019 4.049778 0.2 -1.3 0.7 -0.14
C -2.683696 0.242746 4.716742 0.3 0.2 -0.7 -0.44
N -3.985530 -0.438634 5.050939 0.6 1.0 -1.3 -0.11
O -3.785357 -1.750254 5.518400 0.6 1.0 1.1 -0.03
C -1.963351 -0.584500 3.609602 -0.5 -0.1 1.3 -0.02
C -1.733319 0.322393 5.929744 -0.6 -1.8 -0.8 -0.01
C -6.299423 -0.637084 5.687839 1.2 -0.3 -0.9 -0.02
H -4.008184 1.169168 7.664648 0.2 -0.1 -0.2 0.07
H -4.345164 -0.619951 7.649128 0.2 0.1 0.3 0.08
H -5.650576 0.557243 7.825776 0.1 0.0 0.3 0.08
H -5.685822 1.286153 4.089554 0.4 0.0 0.3 0.12
H -6.068512 2.004845 5.588441 -0.4 1.1 0.5 0.11
H -3.462336 2.526271 5.859107 -0.7 -0.1 -0.3 0.12
H -4.135985 3.366396 4.509502 -0.4 -0.1 -0.1 0.10
H -2.063554 2.135560 3.767480 0.1 0.2 0.9 0.11
H -3.376095 1.428228 3.082902 -0.9 -0.5 -1.1 0.08
H -1.446239 -1.410341 4.125226 -0.3 0.0 -0.6 0.07
H -2.740101 -0.914116 2.908404 0.5 -0.2 0.0 0.08
H -1.202722 0.031262 3.124235 -0.1 0.0 -0.1 0.07
H -2.032061 -0.572670 6.492566 0.3 0.2 0.3 0.09
H -0.721107 0.089230 5.569058 -0.1 0.8 0.5 0.06
H -1.880264 1.182071 6.549078 0.4 0.6 0.3 0.06
H -6.495506 -0.983515 4.648722 0.5 0.3 0.5 0.08
H -7.171200 -0.134488 5.967979 -1.3 1.3 0.6 0.05
H -6.307559 -1.512540 6.314117 0.5 -0.4 0.3 0.07
H -4.017388 -2.222571 4.730859 -0.1 -1.2 -0.7 0.02
C 3.511842 -4.041274 5.346390 -0.5 0.8 0.2 -0.02
C 2.920375 -3.270707 4.115811 0.1 -1.2 0.2 -0.48
C 1.750488 -2.341410 4.518233 -0.8 -1.1 -1.4 -0.15
C 2.246810 -1.123276 5.237679 -1.1 -0.2 -0.2 -0.17
C 3.099883 -0.344778 4.243890 -0.1 -0.9 0.6 -0.14
C 4.309628 -1.123400 3.761331 1.6 -0.3 0.1 -0.46
N 3.950638 -2.514257 3.376161 0.2 0.5 -0.1 -0.05
O 5.168084 -3.316948 3.242272 -1.4 0.8 -0.5 -0.05
C 4.883611 -0.367081 2.508183 0.1 -0.2 1.4 -0.01
C 5.430690 -1.130620 4.887084 0.0 1.2 -1.1 -0.01
C 2.341731 -4.307812 3.135548 0.5 0.3 -0.3 -0.03
H 2.899306 -4.909409 5.640249 -0.1 0.4 -0.2 0.08
H 3.548375 -3.330650 6.200519 0.3 -0.7 -0.3 0.07
H 4.502641 -4.429073 5.100182 -0.1 0.3 0.1 0.07
H 1.212543 -2.036757 3.578512 0.6 0.0 0.5 0.11
H 0.958203 -2.971398 4.999517 0.8 0.5 0.3 0.14
H 2.621104 -1.466189 6.186275 1.2 0.2 0.3 0.10
H 1.393877 -0.553137 5.561813 -0.5 0.6 -0.1 0.08
H 3.487397 0.548360 4.670201 0.2 0.8 0.4 0.08
H 2.464501 -0.028444 3.414525 -0.1 -0.2 -0.1 0.10
H 4.236729 -0.476432 1.658552 -0.4 -0.1 -0.4 0.05
H 4.997134 0.708999 2.741625 0.0 -0.4 -0.1 0.09
H 5.860640 -0.767587 2.258908 0.1 0.0 -0.1 0.08
H 6.407383 -1.398909 4.454221 -0.5 -0.2 0.1 0.08
H 5.571242 -0.089058 5.259222 -0.2 -0.6 -0.1 0.08
H 5.207609 -1.794453 5.705787 -0.1 -0.2 0.3 0.06
H 1.953560 -3.769307 2.277920 0.0 0.1 -0.3 0.05
H 1.494662 -4.816055 3.569772 -0.2 -0.4 0.4 0.07
H 3.079156 -5.030834 2.753022 -0.3 0.2 0.3 0.07
H 5.084231 -3.503558 2.285294 0.4 -0.1 0.1 0.06
C 1.564863 -2.975841 -0.907782 0.3 1.8 1.5 0.01
C 0.797336 -1.704936 -0.307947 0.8 -1.4 1.3 -0.44
C 1.819343 -0.870553 0.510720 0.7 -1.5 -0.1 -0.13
C 1.426375 0.531539 0.866359 -0.5 0.0 1.6 -0.18
C 0.981816 1.282759 -0.358581 -0.6 0.2 -0.7 -0.10
C -0.095274 0.498468 -1.217412 0.6 0.8 1.7 -0.43
N 0.388127 -0.909148 -1.422610 -1.7 1.3 -1.1 -0.09
O -0.578320 -1.605967 -2.221117 0.2 0.0 -0.3 -0.04
C -1.366059 0.685644 -0.374112 -0.6 -0.7 -1.0 -0.02
C -0.252353 1.205333 -2.558928 0.6 0.6 0.9 -0.02
C -0.316376 -2.231630 0.672334 0.6 -2.0 -0.9 0.00
H 0.874005 -3.530853 -1.482297 -0.8 -0.8 -0.6 0.04
H 1.906091 -3.534997 -0.021287 0.1 0.1 -0.6 0.05
H 2.426197 -2.685000 -1.551677 -0.6 0.0 0.6 0.08
H 2.157491 -1.458400 1.412395 -0.5 0.4 -0.8 0.12
H 2.697051 -0.829944 -0.140624 0.2 0.2 0.1 0.10
H 2.265331 0.966226 1.430590 0.1 0.4 -0.7 0.10
H 0.671908 0.543922 1.683680 -0.2 -0.2 -0.6 0.10
H 1.838229 1.464991 -0.978357 0.7 0.0 -0.5 0.09
H 0.560965 2.286040 -0.140455 0.2 -0.6 0.0 0.11
H -2.164281 0.044442 -0.731815 -0.3 -0.1 -0.2 0.06
H -1.222165 0.424037 0.648278 0.3 -0.1 0.8 0.05
H -1.729851 1.713111 -0.420440 0.1 0.0 -0.1 0.08
H -0.443704 2.274491 -2.362001 0.2 -0.2 0.1 0.09
H 0.722155 1.144176 -3.063045 -0.5 -0.1 -0.4 0.08
H -1.116461 0.873828 -3.112290 0.0 -0.5 -0.5 0.07
H -1.145411 -2.788928 0.179184 0.7 0.2 0.0 0.07
H -0.807730 -1.508728 1.251277 -0.4 1.4 0.8 0.02
H 0.156169 -2.948038 1.403866 -0.3 0.7 -0.8 0.08
H -1.421500 -1.807347 -1.741508 0.6 0.3 0.1 0.05
C -1.957464 7.816084 3.816241 -0.7 -1.0 -0.9 -0.01
C -2.166159 6.430410 3.094153 -0.8 2.8 -0.2 -0.53
C -3.675650 6.286131 2.882326 0.1 -0.9 -0.1 -0.11
C -3.951292 5.077024 1.945930 -0.6 -0.5 1.6 -0.18
C -3.346736 5.419097 0.620854 0.8 -0.2 -0.4 -0.14
C -1.811274 5.516396 0.764689 -0.7 1.4 0.7 -0.50
N -1.557694 6.587201 1.772974 0.8 -0.1 -0.5 -0.05
O -0.105413 6.635082 1.939563 -0.3 1.3 -0.3 -0.07
C -1.204165 4.195088 1.205026 1.1 0.1 -0.3 0.00
C -1.323778 6.059405 -0.562277 -0.7 -1.3 -0.4 -0.02
C -1.675903 5.353672 3.957031 1.2 -1.5 0.3 -0.04
H -2.422662 8.606468 3.233628 0.0 0.1 -0.1 0.08
H -0.926417 8.018972 3.935572 1.2 0.2 0.0 0.06
H -2.380288 7.799108 4.802890 -0.4 -0.1 0.5 0.07
H -4.080854 6.240963 3.906922 -0.3 -0.3 -0.5 0.13
H -4.034492 7.168802 2.387234 -0.3 0.6 -0.1 0.11
H -4.997303 4.742199 1.897978 0.0 0.6 -0.1 0.11
H -3.469639 4.210914 2.434470 -0.2 0.2 -0.5 0.07
H -3.774530 6.383090 0.273295 0.4 -0.5 0.0 0.13
H -3.412270 4.677209 -0.190510 -0.8 0.0 0.3 0.11
H -0.342667 4.412567 1.864225 -0.3 -0.4 -0.6 0.08
H -1.884540 3.564846 1.739357 -0.4 -0.3 0.4 0.05
H -0.873081 3.603595 0.355087 0.2 0.1 -0.2 0.06
H -1.870654 6.966785 -0.775741 0.1 0.4 -0.1 0.08
H -0.266155 6.202115 -0.587561 0.7 0.1 -0.1 0.08
H -1.629008 5.319175 -1.331206 0.5 0.4 0.1 0.09
H -0.613299 5.151099 3.764454 -0.3 0.1 0.4 0.07
H -2.240162 4.446294 3.835440 0.0 -0.6 -0.4 0.04
H -1.850682 5.573815 4.985379 0.2 0.5 0.9 0.09
H 0.139193 7.549453 1.632651 -0.5 -1.3 0.5 0.13
```
Forces are in eV/Å.

Its net charge is 0. As for the max |F|: 3.74 eV/Å. As for the LUMO energy: 0.0044 Eh. The calculation puts the HOMO-LUMO gap at 7.981 eV. For the calculated total energy, the calculation gives -5046.479699 Eh. For the relative energy (zero: lowest compared OMol25 entry of this formula, charge and spin), the calculation gives 0.0 kcal per mole.